Run one
C2H7NOS2 | the ωB97M-V functional and the def2-TZVPD basis

Each atom is followed by the atoms it is bonded to, with distances in Å.
Atoms and positions in Å:
1 C 1.646 -0.911 0.261  N3 1.420, S5 1.830, H7 1.089, H9 1.152
2 C -2.170 1.458 0.687  S6 1.942, H10 1.028, H11 1.128, H12 0.987
3 N 1.776 -1.348 -1.083  C1 1.420, H8 1.113, H13 1.100
4 O -0.514 0.643 -1.407  S6 1.433
5 S -0.035 -0.695 0.951  C1 1.830, S6 2.028
6 S -0.416 1.037 -0.032  C2 1.942, O4 1.433, S5 2.028
7 H 2.219 0.005 0.402  C1 1.089
8 H 1.265 -0.627 -1.761  N3 1.113
9 H 2.096 -1.850 0.754  C1 1.152
10 H -2.868 0.840 0.253  C2 1.028
11 H -1.979 1.335 1.792  C2 1.128
12 H -2.239 2.401 0.405  C2 0.987
13 H 1.221 -2.287 -1.222  N3 1.100



Run two
C2H7NOS2 | the ωB97M-V functional and the def2-TZVPD basis

Its SMILES is CS[S@@](C)(=N)=O.

Each atom is followed by the atoms it is bonded to, with distances in Å.
Atoms and positions in Å:
1 C 1.367 -1.380 -0.705  S5 1.825, H7 1.080, H8 1.053, H9 1.091
2 C -0.504 1.044 1.409  S6 1.778, H10 1.082, H11 1.062, H12 1.067
3 N -0.207 0.867 -1.308  S6 1.661, H13 1.007
4 O -2.510 0.139 -0.147  S6 1.480
5 S -0.079 -1.609 0.385  C1 1.825, S6 2.065
6 S -1.033 0.171 -0.046  C2 1.778, N3 1.661, O4 1.480, S5 2.065
7 H 1.180 -2.148 -1.441  C1 1.080
8 H 2.067 -1.714 0.008  C1 1.053
9 H 1.610 -0.518 -1.328  C1 1.091
10 H -0.446 0.502 2.345  C2 1.082
11 H 0.449 1.463 1.204  C2 1.062
12 H -1.131 1.873 1.646  C2 1.067
13 H -0.764 1.309 -2.022  N3 1.007



Run three
C2H7NOS2 | the ωB97M-V functional and the def2-TZVPD basis

Its SMILES is NC=O.CSS.

Each atom is followed by the atoms it is bonded to, with distances in Å.
Atoms and positions in Å:
1 C 0.919 0.316 1.552  S2 1.815, H4 1.082, H5 1.090, H6 1.091
2 S 0.035 1.646 0.690  C1 1.815, S3 2.072
3 S 1.053 1.684 -1.114  S2 2.072, H7 1.342
4 H 1.285 -0.412 0.840  C1 1.082
5 H 0.226 -0.178 2.235  C1 1.090
6 H 1.761 0.733 2.106  C1 1.091
7 H 1.671 2.860 -0.934  S3 1.342
8 C -1.136 -1.994 -0.401  N9 1.357, O10 1.209, H11 1.099
9 N -2.149 -2.799 -0.813  C8 1.357, H12 1.005, H13 1.008
10 O -0.145 -2.377 0.176  C8 1.209
11 H -1.235 -0.954 -0.741  C8 1.099
12 H -3.064 -2.429 -1.000  N9 1.005
13 H -2.088 -3.778 -0.584  N9 1.008



It turns out run three is the most stable, with the second structure 2.074 eV higher.



Run one
C2H5N3 | the ωB97M-V functional and the def2-TZVPD basis

Its SMILES is [H]/N=C\NN=C.

Each atom is followed by the atoms it is bonded to, with distances in Å.
Atoms and positions in Å:
1 C 0.041 1.135 1.514  H3 1.039, H4 1.141, N8 1.300
2 C 0.022 -0.948 -1.259  H6 1.136, N9 1.404, N10 1.273
3 H -0.683 1.326 2.234  C1 1.039
4 H 1.096 1.504 1.748  C1 1.141
5 H 1.412 0.441 -0.375  N9 1.067
6 H 0.934 -1.178 -1.897  C2 1.136
7 H -1.674 -1.367 -0.612  N10 1.000
8 N -0.492 0.554 0.481  C1 1.300, N9 1.367
9 N 0.387 0.170 -0.493  C2 1.404, H5 1.067, N8 1.367
10 N -1.045 -1.637 -1.341  C2 1.273, H7 1.000



Run two
C2H5N3 | the ωB97M-V functional and the def2-TZVPD basis

Its SMILES is [H]/N=C\N/C=N/[H].

Each atom is followed by the atoms it is bonded to, with distances in Å.
Atoms and positions in Å:
1 C 1.082 0.422 0.108  H4 1.077, N8 1.293, N9 1.356
2 C -1.233 0.274 -0.094  H6 1.152, N9 1.321, N10 1.321
3 H 2.455 -0.805 0.016  N8 1.091
4 H 1.942 1.070 0.088  C1 1.077
5 H -0.191 1.942 -0.088  N9 0.955
6 H -2.185 0.860 -0.371  C2 1.152
7 H -0.367 -1.374 0.498  N10 1.122
8 N 1.380 -0.806 -0.165  C1 1.293, H3 1.091
9 N -0.143 1.001 0.070  C1 1.356, C2 1.321, H5 0.955
10 N -1.344 -1.033 0.062  C2 1.321, H7 1.122



Run three
C2H5N3 | the ωB97M-V functional and the def2-TZVPD basis

Each atom is followed by the atoms it is bonded to, with distances in Å.
Atoms and positions in Å:
1 C -1.771 -0.258 0.279  N3 1.270, H6 1.066, H7 1.064
2 C 1.359 0.382 -0.414  N4 1.369, N5 1.460, H8 1.066, H9 1.051
3 N -1.000 0.723 0.039  C1 1.270, N5 1.224
4 N 1.462 -0.483 0.642  C2 1.369, H10 0.954
5 N 0.173 1.070 0.086  C2 1.460, N3 1.224
6 H -1.302 -1.033 0.841  C1 1.066
7 H -2.788 -0.294 -0.030  C1 1.064
8 H 1.908 1.275 -0.608  C2 1.066
9 H 0.979 -0.101 -1.267  C2 1.051
10 H 0.981 -1.280 0.434  N4 0.954



It turns out run two is the most stable, with the second structure 0.521 eV higher.



Run one
H80O40 | the ωB97M-V functional and the def2-TZVPD basis

Each atom is followed by the atoms it is bonded to, with distances in Å.
Atoms and positions in Å:
1 H 0.947 -1.709 -3.956  O3 0.990
2 H 0.725 -0.335 -3.001  O3 1.016
3 O 0.823 -0.727 -3.934  H1 0.990, H2 1.016
4 H 4.288 -1.797 1.128  O6 0.896
5 H 4.679 -0.962 2.479  O6 0.906
6 O 4.794 -1.252 1.629  H4 0.896, H5 0.906
7 H -1.597 4.896 2.878  O9 0.966
8 H -2.340 3.861 3.779  O9 0.956
9 O -1.740 3.955 3.041  H7 0.966, H8 0.956
10 H -0.614 -2.233 0.440  O12 0.945
11 H 0.735 -3.131 0.070  O12 0.942
12 O -0.081 -2.724 -0.166  H10 0.945, H11 0.942
13 H -4.695 -2.247 2.656  O15 0.978
14 H -6.224 -2.472 2.127  O15 0.935
15 O -5.500 -1.890 2.230  H13 0.978, H14 0.935
16 H -2.696 -2.575 -0.190  O17 0.999
17 O -2.799 -1.856 -0.876  H16 0.999, H95 0.932
18 H -2.821 2.510 -4.335  O19 1.031
19 O -1.858 2.870 -4.267  H18 1.031, H97 0.928
20 H -3.283 -3.997 1.628  O22 0.996
21 H -1.984 -4.050 1.170  O22 0.982
22 O -2.510 -4.604 1.788  H20 0.996, H21 0.982
23 H 5.060 -3.145 -0.805  O25 0.969
24 H 5.535 -3.628 0.361  O25 0.950
25 O 4.696 -3.279 0.083  H23 0.969, H24 0.950
26 H -1.172 -0.909 1.291  O28 0.923
27 H -0.863 0.492 1.557  O28 1.041
28 O -0.833 -0.211 0.789  H26 0.923, H27 1.041
29 H 3.759 2.123 -2.962  O31 0.993
30 H 4.417 2.527 -4.367  O31 0.970
31 O 4.451 2.677 -3.409  H29 0.993, H30 0.970
32 H -5.638 2.454 2.146  O33 0.917
33 O -4.741 2.628 2.230  H32 0.917, H98 1.021
34 H -5.476 2.035 -1.699  O36 1.002
35 H -4.735 1.362 -2.844  O36 0.971
36 O -5.304 2.132 -2.681  H34 1.002, H35 0.971
37 H 5.762 2.879 2.733  O39 0.942
38 H 5.881 2.631 1.214  O39 0.982
39 O 5.462 3.197 1.899  H37 0.942, H38 0.982
40 H 2.555 -4.005 -1.792  O42 0.951
41 H 3.523 -5.013 -2.324  O42 0.955
42 O 3.271 -4.568 -1.518  H40 0.951, H41 0.955
43 H 3.531 2.492 1.844  O45 0.957
44 H 3.842 4.012 1.129  O45 0.952
45 O 3.268 3.319 1.441  H43 0.957, H44 0.952
46 H -4.504 3.611 -0.857  O48 0.978
47 H -3.702 4.886 -0.477  O48 0.971
48 O -4.440 4.324 -0.191  H46 0.978, H47 0.971
49 H -2.855 -0.708 -3.681  O51 1.006
50 H -4.483 -1.183 -3.514  O51 0.993
51 O -3.810 -0.453 -3.495  H49 1.006, H50 0.993
52 H -1.224 -6.303 -2.123  O53 0.911
53 O -1.750 -6.035 -1.429  H52 0.911, H94 0.932
54 H 3.037 0.957 -0.283  O56 0.988
55 H 4.062 -0.149 -0.952  O56 0.925
56 O 3.374 0.459 -1.066  H54 0.988, H55 0.925
57 H 1.923 -1.925 -1.196  O58 0.976
58 O 2.602 -1.731 -1.869  H57 0.976, H96 1.017
59 H 2.914 0.254 2.919  O61 1.003
60 H 2.616 1.464 3.130  O61 0.928
61 O 3.179 0.915 3.624  H59 1.003, H60 0.928
62 H -4.294 -1.210 -0.229  O64 0.948
63 H -5.076 -0.550 0.802  O64 0.988
64 O -5.123 -0.754 -0.163  H62 0.948, H63 0.988
65 H 5.678 0.644 -1.154  O67 0.953
66 H 5.984 2.164 -1.260  O67 0.985
67 O 5.487 1.485 -0.748  H65 0.953, H66 0.985
68 H -0.139 -3.942 -2.465  O70 0.939
69 H 0.143 -2.609 -1.724  O70 1.018
70 O 0.199 -3.080 -2.624  H68 0.939, H69 1.018
71 H 0.223 2.968 0.557  O73 0.959
72 H -0.552 2.145 -0.539  O73 0.947
73 O -0.369 2.233 0.385  H71 0.959, H72 0.947
74 H -1.927 1.224 -2.158  O76 0.967
75 H -0.745 2.025 -2.555  O76 0.973
76 O -0.978 1.113 -2.311  H74 0.967, H75 0.973
77 H -0.027 1.245 4.967  O79 1.010
78 H 1.561 1.635 5.051  O79 0.959
79 O 0.815 1.260 5.524  H77 1.010, H78 0.959
80 H -3.574 0.801 -1.545  O82 0.999
81 H -2.527 1.467 -0.731  O82 1.043
82 O -3.567 1.388 -0.737  H80 0.999, H81 1.043
83 H 1.143 -3.105 2.651  O85 0.932
84 H 0.193 -1.826 2.420  O85 0.953
85 O 0.454 -2.562 2.966  H83 0.932, H84 0.953
86 H 3.306 4.769 -1.347  O88 0.921
87 H 3.839 4.708 -2.744  O88 0.927
88 O 3.117 4.970 -2.226  H86 0.921, H87 0.927
89 H -3.414 0.450 1.775  O90 0.945
90 O -3.169 0.657 2.664  H89 0.945, H99 0.972
91 H -1.601 1.307 3.010  O93 1.000
92 H -0.645 2.555 3.157  O93 0.966
93 O -0.670 1.592 3.238  H91 1.000, H92 0.966
94 H -2.663 -5.964 -1.258  O53 0.932
95 H -2.787 -2.113 -1.772  O17 0.932
96 H 2.538 -0.769 -2.194  O58 1.017
97 H -1.193 2.398 -4.712  O19 0.928
98 H -4.492 2.992 1.309  O33 1.021
99 H -3.665 1.394 3.059  O90 0.972
100 O 2.135 -4.087 1.003  H101 1.005, H102 0.919
101 H 2.935 -3.706 0.529  O100 1.005
102 H 2.334 -4.925 1.322  O100 0.919
103 O 0.937 4.330 1.112  H104 0.952, H105 0.960
104 H 0.686 4.833 1.881  O103 0.952
105 H 1.731 3.866 1.390  O103 0.960
106 O -4.127 -1.767 4.250  H107 0.949, H108 0.987
107 H -4.337 -0.848 4.149  O106 0.949
108 H -4.973 -2.272 4.193  O106 0.987
109 O 4.302 -1.930 -3.648  H110 0.985, H111 0.916
110 H 4.306 -1.229 -2.957  O109 0.985
111 H 3.823 -2.634 -3.312  O109 0.916
112 O 1.834 0.933 1.483  H113 1.040, H114 0.994
113 H 1.043 1.608 1.447  O112 1.040
114 H 1.185 0.185 1.410  O112 0.994
115 O 0.761 0.552 -6.093  H116 0.960, H117 0.915
116 H 0.686 0.271 -5.179  O115 0.960
117 H 0.923 -0.146 -6.662  O115 0.915
118 O -2.431 -1.999 2.451  H119 0.980, H120 0.914
119 H -2.216 -2.932 2.655  O118 0.980
120 H -2.462 -1.320 3.064  O118 0.914



Run two
H80O40 | the ωB97M-V functional and the def2-TZVPD basis

Each atom is followed by the atoms it is bonded to, with distances in Å.
Atoms and positions in Å:
1 H -3.255 4.825 -1.683  O3 0.958
2 H -4.203 3.626 -1.563  O3 0.968
3 O -4.126 4.573 -1.376  H1 0.958, H2 0.968
4 H -2.167 -3.484 1.859  O6 0.963
5 H -0.904 -2.700 1.152  O6 0.956
6 O -1.325 -3.024 1.946  H4 0.963, H5 0.956
7 H -0.036 2.264 3.373  O9 0.957
8 H -0.194 0.534 3.521  O9 0.967
9 O -0.127 1.371 3.041  H7 0.957, H8 0.967
10 H -0.280 6.514 -0.544  O12 0.962
11 H -1.304 5.339 -0.453  O12 0.979
12 O -0.385 5.570 -0.699  H10 0.962, H11 0.979
13 H 1.336 -1.711 5.480  O15 0.954
14 H 1.284 -2.730 4.146  O15 0.975
15 O 0.837 -2.186 4.820  H13 0.954, H14 0.975
16 H 3.220 1.205 -6.130  O17 0.983
17 O 3.369 0.238 -6.215  H16 0.983, H95 0.966
18 H -1.139 2.520 -1.877  O19 0.961
19 O -1.484 1.923 -1.209  H18 0.961, H97 0.969
20 H 1.209 -0.483 -0.943  O22 0.967
21 H 1.693 0.666 -0.095  O22 1.005
22 O 1.714 0.336 -1.044  H20 0.967, H21 1.005
23 H 3.079 1.974 4.239  O25 0.970
24 H 3.211 1.687 2.687  O25 1.002
25 O 3.643 2.142 3.468  H23 0.970, H24 1.002
26 H 2.317 4.660 -1.474  O28 0.958
27 H 3.202 4.580 -2.662  O28 0.965
28 O 2.887 5.215 -2.007  H26 0.958, H27 0.965
29 H 0.221 2.506 6.086  O31 0.998
30 H 0.760 3.337 5.045  O31 0.977
31 O 1.107 2.657 5.654  H29 0.998, H30 0.977
32 H 3.093 3.432 -0.264  O33 0.958
33 O 3.640 3.298 0.511  H32 0.958, H98 1.008
34 H -0.141 -3.970 -3.830  O36 1.014
35 H 0.283 -5.199 -3.057  O36 0.967
36 O -0.343 -4.467 -2.969  H34 1.014, H35 0.967
37 H -5.054 -0.879 0.068  O39 0.956
38 H -4.168 -0.682 -1.303  O39 0.973
39 O -4.219 -0.642 -0.332  H37 0.956, H38 0.973
40 H -3.948 0.567 2.164  O42 0.978
41 H -4.590 1.946 1.512  O42 1.011
42 O -4.752 1.115 2.065  H40 0.978, H41 1.011
43 H -1.149 -5.500 0.254  O45 0.963
44 H -2.512 -6.065 -0.135  O45 0.972
45 O -1.861 -6.056 0.587  H43 0.963, H44 0.972
46 H -1.114 -1.372 5.551  O48 0.972
47 H -2.156 -1.461 4.528  O48 0.968
48 O -2.014 -1.042 5.388  H46 0.972, H47 0.968
49 H -1.028 -0.087 -4.776  O51 0.975
50 H 0.015 -1.218 -5.028  O51 0.961
51 O -0.927 -1.031 -5.000  H49 0.975, H50 0.961
52 H -1.867 -1.813 -1.808  O53 0.970
53 O -1.524 -2.655 -1.471  H52 0.970, H94 0.961
54 H -2.614 0.324 -2.632  O56 0.992
55 H -3.450 -0.705 -3.670  O56 0.956
56 O -3.023 -0.559 -2.828  H54 0.992, H55 0.956
57 H -2.783 2.447 0.143  O58 0.960
58 O -3.665 2.072 0.082  H57 0.960, H96 0.978
59 H 0.130 -2.600 -2.021  O61 0.972
60 H 1.505 -3.299 -2.641  O61 0.962
61 O 1.094 -2.584 -2.146  H59 0.972, H60 0.962
62 H 1.230 1.270 1.813  O64 0.998
63 H 2.584 0.373 2.240  O64 1.083
64 O 2.135 1.005 1.484  H62 0.998, H63 1.083
65 H -2.361 -1.295 2.242  O67 0.968
66 H -1.765 0.172 1.808  O67 0.964
67 O -2.143 -0.386 2.497  H65 0.968, H66 0.964
68 H 3.584 -1.236 3.024  O70 0.973
69 H 4.152 0.160 3.410  O70 1.009
70 O 3.294 -0.370 3.360  H68 0.973, H69 1.009
71 H 0.709 -6.173 3.576  O73 0.981
72 H 0.360 -4.808 3.162  O73 0.971
73 O 1.157 -5.334 3.333  H71 0.981, H72 0.971
74 H -5.393 -0.837 3.191  O76 0.957
75 H -6.133 -2.369 3.168  O76 0.982
76 O -5.338 -1.792 3.162  H74 0.957, H75 0.982
77 H 0.044 4.905 -2.406  O79 0.962
78 H 1.131 5.778 -3.049  O79 0.957
79 O 0.728 4.911 -3.082  H77 0.962, H78 0.957
80 H -3.298 -3.808 -4.499  O82 0.967
81 H -2.352 -2.862 -5.057  O82 0.971
82 O -2.365 -3.785 -4.755  H80 0.967, H81 0.971
83 H -1.086 4.448 2.884  O85 0.958
84 H -1.222 3.162 3.824  O85 0.989
85 O -0.730 4.002 3.654  H83 0.958, H84 0.989
86 H 2.312 1.714 -2.815  O88 0.965
87 H 2.045 2.803 -4.101  O88 0.963
88 O 2.621 2.326 -3.494  H86 0.965, H87 0.963
89 H -3.412 1.888 4.103  O90 0.982
90 O -2.464 1.933 4.355  H89 0.982, H99 0.990
91 H 1.057 3.380 -1.274  O93 0.997
92 H 0.887 3.668 0.362  O93 0.967
93 O 0.646 3.126 -0.401  H91 0.997, H92 0.967
94 H -1.773 -3.293 -2.145  O53 0.961
95 H 3.677 0.090 -5.311  O17 0.966
96 H -3.633 1.109 -0.085  O58 0.978
97 H -0.660 1.628 -0.793  O19 0.969
98 H 3.292 2.512 1.036  O33 1.008
99 H -2.289 1.317 3.600  O90 0.990
100 O -2.045 1.430 -5.115  H101 0.965, H102 0.961
101 H -2.210 0.894 -5.900  O100 0.965
102 H -1.518 2.183 -5.396  O100 0.961
103 O 2.762 -3.285 3.515  H104 0.972, H105 0.970
104 H 3.199 -3.483 2.670  O103 0.972
105 H 3.014 -4.151 3.873  O103 0.970
106 O 2.087 -2.842 -4.843  H107 0.969, H108 0.973
107 H 1.768 -1.927 -4.826  O106 0.969
108 H 2.388 -2.718 -5.760  O106 0.973
109 O 5.501 1.301 1.918  H110 0.979, H111 0.969
110 H 4.970 0.965 1.168  O109 0.979
111 H 5.070 2.168 1.902  O109 0.969
112 O 5.510 -2.523 2.425  H113 0.990, H114 0.965
113 H 5.929 -2.238 3.275  O112 0.990
114 H 5.909 -2.034 1.694  O112 0.965
115 O -2.491 -5.602 -2.055  H116 0.969, H117 0.965
116 H -1.954 -5.312 -2.808  O115 0.969
117 H -3.093 -4.850 -1.993  O115 0.965
118 O 4.007 -0.929 -3.243  H119 0.966, H120 0.976
119 H 3.615 -0.064 -3.067  O118 0.966
120 H 3.341 -1.576 -2.943  O118 0.976



It turns out run two is the most stable, with the second structure 4.725 eV higher.